[1]
Here is C6H14AlClO2Zr as an isolated structure at a distorted geometry from OMol25. Energies are from wB97M-V/def2-TZVPD.

The HOMO energy is -8.755 eV. The value obtained for the HOMO-LUMO gap is 8.810 eV. The total energy is -1137.17305 a.u. The net charge is 0.

Each line ends with the Mulliken charge.
Positions of all 25 atoms, in Å:
Al  -0.3516  -0.1451  0.8765  0.87
Cl  -0.4769  1.9735  -0.5207  -0.41
C  -2.1746  -0.2042  1.5565  -1.09
H  -2.2528  -0.6704  2.5502  0.29
H  -2.7812  -0.8073  0.8602  0.32
H  -2.6333  0.7945  1.6108  0.29
Zr  0.2902  0.2869  -2.0798  0.90
C  2.3560  0.8820  -2.5526  -1.26
C  -1.1336  0.1338  -3.7717  -1.27
C  0.1347  -1.3280  -0.6182  -1.26
H  -1.5322  -0.8905  -3.8234  0.34
H  -1.9814  0.8250  -3.7494  0.32
H  -0.5904  0.3001  -4.7181  0.36
H  3.0601  0.1026  -2.2251  0.33
H  2.4504  0.9586  -3.6499  0.40
H  2.6737  1.8348  -2.1160  0.31
H  -0.5932  -2.1279  -0.8730  0.39
H  1.1227  -1.8425  -0.5691  0.36
C  0.1166  -0.1585  4.1089  -0.57
O  1.3772  0.1125  3.4183  -0.38
C  1.2766  0.1888  2.0684  0.57
O  2.2672  0.4593  1.3799  -0.61
H  0.3163  -0.1828  5.1894  0.27
H  -0.3125  -1.1173  3.7722  0.23
H  -0.6283  0.6218  3.8758  0.28

=====

[2]
Here is C6H14AlNO3 as an isolated structure at a distorted geometry from OMol25. Energies are from wB97M-V/def2-TZVPD.

The HOMO energy is -17.404 eV. The value obtained for the HOMO-LUMO gap is 5.277 eV. The total energy is -759.12110 a.u. The value obtained for the energy relative to the best compared isomer or geometry (same formula, charge and spin) is 251.6 kJ/mol. The net charge is +2.

Each line ends with the Mulliken charge.
Positions of all 25 atoms, in Å:
Al  -20.5873  -0.0044  -1.9187  0.80
C  -21.5104  -0.9216  1.7293  -1.05
C  -20.9624  -0.2757  0.3768  1.23
O  -19.7436  -0.2907  0.1482  -0.47
O  -21.7715  0.0084  -0.5276  -0.38
H  -21.6136  -1.9876  1.5263  0.39
H  -22.5541  -0.6280  1.8413  0.42
H  -20.9106  -0.8650  2.6377  0.42
C  -22.0818  -4.2247  -1.3261  -1.46
C  -21.3137  -2.9373  -1.6244  0.03
C  -21.4541  -2.5038  -3.1635  -0.76
O  -20.7753  -1.2480  -3.4990  -0.05
C  -21.0777  -0.8981  -4.8129  -0.70
N  -21.6361  -1.9333  -0.6794  -0.37
H  -21.6415  -5.1084  -1.7879  0.40
H  -23.0801  -4.0104  -1.7078  0.43
H  -22.0947  -4.4970  -0.2708  0.45
H  -20.2452  -3.1026  -1.4857  0.36
H  -22.4907  -2.2981  -3.4303  0.44
H  -21.1989  -3.2977  -3.8655  0.52
H  -22.1081  -0.7203  -5.1205  0.38
H  -20.5617  -1.5702  -5.4986  0.37
H  -20.5600  0.0610  -4.7951  0.31
H  -22.5179  -1.4689  -0.8432  0.41
H  -21.7193  -2.2874  0.2629  -0.13

=====

[3]
Here is a 3-piece molecular cluster, C6H14Br2NOP overall at a distorted geometry from OMol25. Energies are from wB97M-V/def2-TZVPD.

The HOMO energy is -9.328 eV. The value obtained for the HOMO-LUMO gap is 8.783 eV. The total energy is -5856.36056 a.u. The value obtained for the energy relative to the best compared isomer or geometry (same formula, charge and spin) is 10.4 kJ/mol. As for the structure (SMILES): CC(C)=NC(C)C.O=PBr.Br. The net charge is 0.

Each line ends with the Mulliken charge.
Positions of all 25 atoms, in Å:
C  0.7929  2.6324  -0.8568  -1.38
C  -0.8553  2.4255  1.2080  -1.87
C  -2.0507  -0.3455  1.0304  -1.42
C  0.0481  -1.8366  1.1195  -1.37
C  -0.2806  1.7789  -0.0819  0.60
C  -0.5318  -0.4742  0.8465  0.99
N  0.1939  0.4023  0.3121  -0.32
O  2.7338  1.6438  1.7187  -0.41
P  3.0535  0.3835  1.0113  0.60
Br  4.4730  0.9467  -0.6697  -0.25
Br  3.8904  -2.9913  -0.9671  -0.19
H  0.1987  3.3652  -1.3879  0.45
H  1.4894  3.1686  -0.1907  0.29
H  1.3498  2.0414  -1.6143  0.26
H  -0.9566  1.8161  2.0120  0.64
H  -1.7079  2.9550  0.9654  0.34
H  -0.1128  3.1704  1.3648  0.47
H  -2.3992  -1.0659  1.7085  0.41
H  -2.3970  0.6640  1.2573  0.36
H  -2.2914  -0.5715  0.0261  0.36
H  -0.5718  -2.6498  0.9171  0.47
H  0.4411  -2.1912  1.9881  0.37
H  0.9027  -1.9934  0.4285  0.16
H  -1.1742  1.8209  -0.7613  0.26
H  2.9944  -2.1104  -1.3963  0.17

=====

[4]
Here is a 3-piece molecular cluster, C6H14BrF3N4O5 overall at a distorted geometry from OMol25. Energies are from wB97M-V/def2-TZVPD.

The HOMO energy is -9.840 eV. The value obtained for the HOMO-LUMO gap is 9.691 eV. The total energy is -3705.66734 a.u. As for the structure (SMILES): NCO[C@H](Br)CNC(F)(F)F.C[N+](=O)[O-].C[N+](=O)[O-]. The net charge is 0.

Each line ends with the Mulliken charge.
Positions of all 33 atoms, in Å:
N  -0.2850  1.3149  1.1118  -0.39
C  -0.7012  0.4179  0.0492  -0.79
O  -0.5636  -0.9589  0.3591  -0.39
C  -1.1726  -1.4292  1.5087  -0.21
Br  -2.9288  -0.6472  1.9126  -0.15
C  -0.2982  -1.3764  2.7480  -0.77
N  0.7590  -2.3975  2.7068  -0.41
C  1.9682  -1.9837  2.1525  0.85
F  2.8976  -2.8798  2.4711  -0.31
F  2.4211  -0.8229  2.5761  -0.30
F  1.9259  -1.9350  0.8654  -0.23
H  0.2905  2.0420  0.7181  0.24
H  -1.0896  1.7163  1.5722  0.26
H  -1.6689  0.6725  -0.3438  0.46
H  -0.0205  0.5959  -0.7719  0.49
H  -1.3607  -2.4743  1.3352  0.48
H  -0.9544  -1.6504  3.5605  0.55
H  0.0424  -0.3756  2.9659  0.37
H  0.9508  -2.6771  3.6572  0.26
C  -3.6426  3.0246  -2.9775  -0.75
N  -2.9826  2.2205  -1.9123  0.88
O  -2.4562  2.8210  -0.9953  -0.52
O  -3.0203  1.0133  -2.0388  -0.52
H  -3.5314  4.0746  -2.7347  0.31
H  -3.1533  2.7847  -3.9165  0.29
H  -4.6888  2.7357  -3.0010  0.29
C  3.0776  -0.7633  -1.3721  -0.72
N  3.6315  -0.2770  -2.6682  0.89
O  3.1735  -0.7469  -3.6920  -0.53
O  4.5081  0.5640  -2.6090  -0.54
H  2.3118  -1.5006  -1.5758  0.34
H  3.8973  -1.1971  -0.8090  0.32
H  2.6634  0.0951  -0.8527  0.24

=====

[5]
Here is a 3-piece molecular cluster, C6H14BrN2O2 overall at a distorted geometry from OMol25. Energies are from wB97M-V/def2-TZVPD.

The HOMO energy is -5.058 eV. The value obtained for the HOMO-LUMO gap is 8.569 eV. The total energy is -3071.16706 a.u. The value obtained for the energy relative to the best compared isomer or geometry (same formula, charge and spin) is 0.0 kJ/mol. The net charge is -1.

Each line ends with the Mulliken charge.
Positions of all 25 atoms, in Å:
Br  2.7115  -1.3621  -0.0543  -0.82
C  -0.8675  -2.9446  -0.2295  -0.84
C  -1.3899  -1.8480  -1.0858  0.69
O  -2.4831  -1.9322  -1.6740  -0.72
N  -0.5316  -0.8133  -1.2049  0.09
C  -0.9301  0.3607  -1.9645  -1.00
H  0.1794  -2.8416  0.1128  0.15
H  -0.7953  -3.9510  -0.6582  0.35
H  -1.5833  -3.2940  0.5386  0.24
H  0.3956  -0.8190  -0.7834  0.01
H  -1.6525  0.9068  -1.3721  0.29
H  -1.3646  0.0288  -2.9162  0.34
H  -0.0275  0.9182  -2.2299  0.30
C  -0.3966  0.2831  2.0368  -0.85
C  0.0385  1.5253  1.3438  0.72
O  -0.7565  2.5029  1.2866  -0.73
N  1.2792  1.4496  0.8845  -0.06
C  1.8376  2.5780  0.1938  -0.94
H  -1.1300  -0.2198  1.4009  0.07
H  -0.8064  0.5496  3.0129  0.36
H  0.4409  -0.3688  2.2445  0.30
H  1.8322  0.5985  1.0215  0.12
H  1.8288  2.4733  -0.8922  0.25
H  2.8758  2.7707  0.4236  0.35
H  1.2954  3.4490  0.5648  0.31

=====

[6]
Here is C6H14ClCrI2NO2P as an isolated structure at a distorted geometry from OMol25. Energies are from wB97M-V/def2-TZVPD.

The HOMO energy (spin up / spin down) is -17.135 / -16.962 eV. The value obtained for the HOMO-LUMO gap (spin up / spin down) is 6.240 / 5.280 eV. Its spin multiplicity is 4. As for the expectation value of S²: 4.18. The total energy is -2883.09678 a.u. The value obtained for the energy relative to the best compared isomer or geometry (same formula, charge and spin) is 0.0 kJ/mol. The net charge is +2.

Each line ends with the Mulliken charge.
Positions of all 28 atoms, in Å:
I  -0.2123  2.4660  -0.0154  0.17
I  2.1772  -1.6913  0.7146  0.39
Cr  -0.0018  -0.1556  0.3772  0.05
P  0.6984  -0.1688  -1.9420  0.89
C  2.2660  0.7064  -2.2356  -1.05
C  0.9569  -1.8287  -2.6340  -1.08
H  -1.4868  0.1883  -2.8809  0.37
H  -0.1859  0.3516  -4.1142  0.43
H  -0.5074  1.6804  -2.9279  0.34
C  -0.4891  0.5954  -3.0854  -1.06
H  0.0790  -2.4472  -2.4133  0.37
H  1.0865  -1.7379  -3.7218  0.43
H  2.4755  0.6316  -3.3132  0.43
H  3.0634  0.2297  -1.6504  0.35
H  1.8401  -2.2876  -2.1740  0.32
H  2.1572  1.7562  -1.9323  0.36
C  1.7606  0.8870  0.9943  0.22
O  2.6477  1.4959  1.4317  -0.11
Cl  -1.8388  -1.2190  -0.3802  -0.41
C  -1.4236  -0.0516  4.5617  -1.12
C  -1.4826  0.0154  3.0659  0.88
N  -2.6695  0.3496  2.5115  -0.26
O  -0.4668  -0.2081  2.3762  -0.26
H  -2.3975  0.1175  5.0238  0.39
H  -0.7070  0.6953  4.9156  0.30
H  -1.0404  -1.0344  4.8464  0.32
H  -2.8090  0.2405  1.5112  0.09
H  -3.4900  0.4234  3.0905  0.25

=====

[7]
Here is C6H14ClIO3PRe as an isolated structure at a distorted geometry from OMol25. Energies are from wB97M-V/def2-TZVPD.

The HOMO energy (spin up / spin down) is -20.296 / -21.026 eV. The value obtained for the HOMO-LUMO gap (spin up / spin down) is 7.009 / 6.678 eV. Its spin multiplicity is 4. As for the expectation value of S²: 3.78. The total energy is -1639.07242 a.u. The value obtained for the energy relative to the best compared isomer or geometry (same formula, charge and spin) is 57.1 kJ/mol. The net charge is +3.

Each line ends with the Mulliken charge.
Positions of all 27 atoms, in Å:
C  3.2933  4.8931  -2.4012  -0.53
C  1.8633  4.9331  -2.2297  0.56
H  3.6916  5.8906  -2.6569  0.35
H  3.5346  4.1678  -3.2094  0.33
H  3.7403  4.5663  -1.4364  0.29
O  0.8096  5.3802  -2.0132  -0.07
I  1.6512  2.9035  0.5712  0.09
Re  0.7965  0.8573  -0.5042  0.65
P  -0.2742  0.0268  -2.3493  0.97
C  -2.1082  -0.1185  -2.3941  -1.26
C  0.1724  0.9285  -3.8703  -1.08
H  1.2116  -1.8605  -2.6710  0.39
H  -0.0135  -1.8956  -3.9372  0.42
H  -0.4088  -2.4696  -2.3107  0.37
C  0.1442  -1.7094  -2.8707  -1.18
H  1.2670  0.9806  -3.8413  0.34
H  -0.1479  0.4151  -4.7873  0.45
H  -2.4856  -0.2655  -3.4120  0.41
H  -2.5605  0.7904  -1.9855  0.43
H  -0.2573  1.9358  -3.8157  0.36
H  -2.4334  -0.9633  -1.7739  0.44
C  -0.9867  0.9685  0.2280  0.48
O  -2.0458  1.0299  0.7578  -0.17
Cl  2.6061  -0.4658  -1.3278  -0.24
O  0.3798  -1.1027  0.4410  -0.49
H  0.8189  -1.9851  0.2807  0.36
H  -0.1919  -1.2469  1.2250  0.34

=====

[8]
Here is C6H14F5NO5S3Si as an isolated structure at a distorted geometry from OMol25. Energies are from wB97M-V/def2-TZVPD.

The HOMO energy is -8.932 eV. The value obtained for the HOMO-LUMO gap is 7.399 eV. The total energy is -2651.32115 a.u. The net charge is 0.

Each line ends with the Mulliken charge.
Positions of all 35 atoms, in Å:
C  0.2599  1.1494  -1.7386  -1.06
Si  0.2549  -0.7069  -2.0735  0.65
C  1.8743  -1.1866  -2.9040  -1.18
C  -1.2172  -1.1209  -3.1374  -1.19
S  0.1972  -1.7078  -0.0984  0.08
O  -1.1896  -1.3968  0.6014  -0.23
C  1.3327  -0.7883  0.9731  -0.67
C  2.7933  -1.1025  0.6814  -0.96
C  3.6296  0.0687  0.2045  1.05
F  4.6027  0.2959  1.0501  -0.30
F  2.9458  1.1858  0.0780  -0.26
F  4.1821  -0.1946  -0.9658  -0.28
H  1.2739  1.4873  -1.8676  0.36
H  -0.1086  1.3951  -0.7527  0.26
H  -0.3745  1.6603  -2.4427  0.45
H  1.7005  -1.6699  -3.8492  0.41
H  2.4426  -0.2824  -3.0285  0.37
H  2.4739  -1.8731  -2.3251  0.35
H  -1.1431  -2.0842  -3.6204  0.35
H  -1.2115  -0.3899  -3.9298  0.35
H  -2.1591  -1.1001  -2.6145  0.37
H  -1.7960  -2.1566  0.5697  0.34
H  1.0647  0.2577  0.9513  0.54
H  1.0872  -1.1456  1.9570  0.46
H  3.2349  -1.4513  1.5948  0.33
H  2.9157  -1.9111  -0.0174  0.43
N  -2.3613  1.8579  2.8671  -0.32
S  -3.2898  1.1399  1.8152  1.07
O  -4.3857  1.8961  1.3184  -0.59
O  -3.4906  -0.2670  1.9975  -0.61
F  -2.2652  1.1647  0.5641  -0.20
S  -3.0479  2.0969  4.2724  1.09
O  -2.3091  3.0168  5.0661  -0.62
O  -3.5686  0.9367  4.9148  -0.56
F  -4.3477  2.9264  3.8890  -0.26

=====

[9]
Here is C6H14FO3 as an isolated structure at a distorted geometry from OMol25. Energies are from wB97M-V/def2-TZVPD.

The HOMO energy is -3.182 eV. The value obtained for the HOMO-LUMO gap is 6.698 eV. The total energy is -562.51486 a.u. The value obtained for the energy relative to the best compared isomer or geometry (same formula, charge and spin) is 81.1 kJ/mol. The net charge is -1.

Each line ends with the Mulliken charge.
Positions of all 24 atoms, in Å:
F  -1.6152  -2.5774  1.4965  -0.57
C  -0.8272  -1.1382  2.0277  0.21
H  -1.7088  -0.7239  2.5328  0.15
H  -0.6491  -0.7713  1.0085  -0.11
H  -0.0646  -1.6814  2.6037  0.17
O  0.2943  0.7211  2.7687  -0.80
C  1.5275  1.0195  2.2326  -0.68
C  1.5115  1.5265  0.7938  -0.47
O  1.0749  0.5021  -0.0683  -0.09
C  0.8426  0.8919  -1.3923  -0.66
C  -0.0098  -0.1567  -2.0645  -0.51
O  -1.3297  -0.0670  -1.5923  -0.30
C  -2.1352  -1.1471  -1.9830  -0.74
H  2.2088  0.1335  2.2463  0.22
H  2.0392  1.8179  2.8188  0.33
H  2.5260  1.8496  0.4872  0.29
H  0.8298  2.3969  0.7266  0.31
H  1.8090  0.9847  -1.9216  0.31
H  0.3369  1.8731  -1.4588  0.32
H  0.4163  -1.1587  -1.8696  0.32
H  0.0057  0.0016  -3.1586  0.44
H  -3.1513  -0.9585  -1.6161  0.23
H  -2.1678  -1.2520  -3.0818  0.31
H  -1.7638  -2.0860  -1.5363  0.31

=====

[10]
Here is a 2-piece molecular cluster, C6H14IN2O overall at a distorted geometry from OMol25. Energies are from wB97M-V/def2-TZVPD.

The HOMO energy (spin up / spin down) is -11.208 / -11.218 eV. The value obtained for the HOMO-LUMO gap (spin up / spin down) is 7.034 / 7.073 eV. The total energy is -719.04601 a.u. The value obtained for the energy relative to the best compared isomer or geometry (same formula, charge and spin) is 444.5 kJ/mol. The net charge is +1.

Each line ends with the Mulliken charge.
Positions of all 24 atoms, in Å:
C  0.9316  -1.3027  -0.6674  -1.05
C  -1.5240  -0.4266  -0.4070  -1.25
C  -0.5640  -1.6290  -0.1547  0.83
C  0.4902  0.9399  0.3632  -0.31
C  -1.0650  -2.9540  -0.7395  -1.28
C  1.4675  3.4840  0.6932  0.00
N  1.3366  -0.0011  -0.1228  -0.10
N  -0.8075  0.8623  -0.3242  -0.19
O  0.9664  3.3983  1.8939  -0.39
I  -0.1999  0.8604  2.5309  -0.08
H  1.6896  -2.0900  -0.3403  0.36
H  0.8423  -1.4027  -1.7945  0.33
H  -1.9410  -0.6009  -1.3833  0.54
H  -2.3691  -0.5008  0.3276  0.28
H  -0.5627  -1.8400  0.8662  0.22
H  -2.0601  -2.8544  -1.2402  0.35
H  -1.3405  -3.6458  0.1398  0.30
H  -0.2181  -3.4645  -1.2298  0.36
H  0.7411  3.9663  -0.0554  0.25
H  2.5958  3.4454  0.5476  0.30
H  2.2969  0.2649  -0.1291  0.24
H  -0.6868  0.9289  -1.4048  0.48
H  -1.5511  1.5378  -0.0360  0.40
H  1.5319  3.0244  2.6669  0.40